Formula: C13H26MnNO4P2
Source: OMol25
Level of theory: wB97M-V/def2-TZVPD

```
! RIJCOSX wB97M-V def2-TZVPD def2/J DEFGRID3
* xyz 2 5
Mn 0.89 0.17 0.09
P 0.68 -1.08 -1.95
C -0.77 -2.17 -1.47
C -1.43 -1.73 -0.15
N -0.79 -0.82 0.65
C -1.27 -0.50 1.89
C -2.34 -1.20 2.43
C -2.97 -2.17 1.65
C -2.51 -2.44 0.36
C -0.54 0.60 2.64
P 0.05 1.92 1.48
H -2.99 -3.15 -0.31
H -2.67 -0.97 3.45
H -3.76 -2.76 2.05
H -1.26 1.12 3.28
H 0.27 0.26 3.31
H -1.41 -2.34 -2.36
H -0.28 -3.17 -1.34
H -3.45 1.34 -3.34
O -4.41 1.49 -3.11
H -4.68 0.69 -2.63
H -1.42 3.95 -1.77
O -0.48 3.67 -1.58
H -0.32 3.18 -2.44
C -1.41 2.98 1.62
H -1.74 2.92 2.67
H -1.11 4.01 1.37
H -2.21 2.68 0.94
C 1.27 2.94 2.36
H 1.63 3.66 1.61
H 0.80 3.50 3.17
H 2.12 2.37 2.74
C 1.76 -2.56 -2.23
H 1.37 -3.10 -3.11
H 2.81 -2.28 -2.37
H 1.66 -3.21 -1.34
C 0.53 -0.31 -3.63
H 1.55 -0.08 -3.99
H 0.05 -1.02 -4.32
H -0.05 0.64 -3.56
C 4.77 -1.30 0.84
O 3.47 -1.04 0.27
C 2.57 -0.40 1.05
O 2.76 -0.14 2.23
H 4.98 -0.65 1.69
H 5.46 -1.12 0.01
H 4.81 -2.35 1.15
*
```

Properties
- E (a.u.) = -2699.7937
- maximum force (eV Å⁻¹) = 4.37
- expectation value of S² = 6.487
- HOMO-LUMO gap (spin up / spin down) (eV) = 6.559 / 8.919